The following is a DFT calculation (wB97M-V/def2-TZVPD) of C41H34NO4V as an isolated structure.

The geometry in XYZ format:
```
81
Properties=species:S:1:pos:R:3
V 0.074 0.590 -0.429
O 1.142 0.132 0.653
C 1.643 -0.024 1.967
C 0.538 0.690 2.803
C -0.814 0.104 2.507
C -1.499 -0.595 3.485
C -2.742 -1.135 3.204
C -3.286 -0.930 1.951
C -2.571 -0.217 1.004
C -3.170 0.006 -0.351
C -2.310 -0.729 -1.418
O -1.091 -0.045 -1.319
C -2.152 -2.200 -1.003
C -0.980 -2.686 -0.438
C -0.910 -3.994 0.023
C -2.012 -4.825 -0.089
C -3.178 -4.350 -0.675
C -3.251 -3.044 -1.130
C -2.893 -0.629 -2.827
C -2.282 -1.373 -3.834
C -2.801 -1.362 -5.118
C -3.932 -0.611 -5.406
C -4.530 0.142 -4.409
C -4.010 0.141 -3.121
N -1.331 0.262 1.263
C 2.956 0.762 2.120
C 3.895 0.397 3.074
C 5.034 1.170 3.252
C 5.246 2.298 2.475
C 4.318 2.655 1.509
C 3.173 1.893 1.336
C 1.829 -1.502 2.270
C 1.575 -2.047 3.522
C 1.837 -3.388 3.764
C 2.359 -4.191 2.762
C 2.628 -3.647 1.515
C 2.364 -2.309 1.269
H 0.559 1.739 2.500
H 0.783 0.634 3.858
H -1.062 -0.708 4.466
H -3.280 -1.698 3.955
H -4.264 -1.315 1.700
H -3.151 1.071 -0.592
H -4.191 -0.361 -0.391
H -0.092 -2.067 -0.366
H 0.010 -4.358 0.464
H -1.961 -5.844 0.270
H -4.036 -5.000 -0.784
H -4.159 -2.682 -1.597
H -1.411 -1.977 -3.608
H -2.329 -1.954 -5.892
H -4.348 -0.615 -6.404
H -5.411 0.731 -4.625
H -4.500 0.743 -2.367
H 3.752 -0.489 3.677
H 5.758 0.882 4.001
H 6.134 2.898 2.622
H 4.482 3.528 0.889
H 2.454 2.181 0.581
H 1.204 -1.436 4.334
H 1.644 -3.800 4.746
H 2.573 -5.233 2.958
H 3.065 -4.260 0.737
H 2.600 -1.879 0.302
C -0.475 4.838 0.015
C 0.059 3.575 -0.575
O -0.389 2.503 -0.058
C 1.010 3.611 -1.647
C 1.483 4.820 -2.195
C 2.393 4.819 -3.220
C 2.859 3.603 -3.733
C 2.415 2.400 -3.226
C 1.494 2.390 -2.184
O 1.054 1.254 -1.663
H -1.174 4.606 0.813
H -0.982 5.431 -0.748
H 0.339 5.447 0.412
H 1.123 5.760 -1.798
H 2.751 5.751 -3.632
H 3.582 3.603 -4.538
H 2.768 1.453 -3.612
```

Summary:
charge = +2
gap between HOMO and LUMO = 6.1 eV